1.
This record from the OMol25 dataset describes a single C5H8N2 molecule. The level of theory is ωB97M-V with the def2-TZVPD basis set.

As for the SMILES: C[C@@]1(CC#N)CN1. The value obtained for the LUMO energy is 0.8 eV. Its spin multiplicity is 1. The calculation puts the relative energy (zero: lowest compared OMol25 entry of this formula, charge and spin) at 3.8146 eV. Its strongest force on any atom is 1.93 eV/Å. As for the HOMO-LUMO gap: 9.80 eV.

Cartesian coordinates (Å):
C  0.512  0.883  1.112
C  0.014  0.264  -0.189
C  0.454  -1.148  -0.470
C  0.054  -2.115  0.564
N  -0.247  -2.876  1.381
C  -1.402  0.792  -0.958
N  -0.031  1.148  -1.282
H  0.437  0.221  1.980
H  1.574  1.116  0.952
H  -0.005  1.821  1.347
H  1.545  -1.138  -0.538
H  0.048  -1.463  -1.433
H  -1.444  0.426  0.145
H  -1.709  -0.020  -1.622
H  0.199  2.091  -0.990

=====

2.
This record from the OMol25 dataset describes C44H62BN9O3PSSc as an isolated structure. The level of theory is ωB97M-V with the def2-TZVPD basis set.

The value obtained for the LUMO energy is -0.1 eV. Its spin multiplicity is 1. The calculation puts the relative energy (zero: lowest compared OMol25 entry of this formula, charge and spin) at 1.7260 eV. Its strongest force on any atom is 1.60 eV/Å. As for the HOMO-LUMO gap: 5.75 eV.

Cartesian coordinates (Å):
Sc  -0.028  -0.048  0.053
C  5.062  -0.193  -2.939
N  3.788  0.290  -2.406
C  3.239  1.529  -2.646
C  2.061  1.557  -1.964
N  1.891  0.352  -1.323
C  2.941  -0.393  -1.603
P  3.255  -2.080  -0.989
C  2.801  -1.824  0.744
N  1.593  -1.508  1.194
C  1.673  -1.492  2.573
C  2.942  -1.817  2.942
N  3.648  -2.026  1.780
C  5.062  -2.381  1.700
C  1.687  -2.824  -1.506
N  0.538  -2.190  -1.514
C  -0.395  -3.087  -1.971
C  0.216  -4.278  -2.239
N  1.547  -4.102  -1.939
C  2.596  -5.113  -2.046
H  5.422  0.523  -3.670
H  4.935  -1.155  -3.427
H  5.802  -0.291  -2.150
H  3.727  2.260  -3.272
H  1.334  2.350  -1.880
H  0.829  -1.229  3.205
H  3.394  -1.916  3.918
H  5.479  -2.347  2.702
H  5.604  -1.674  1.076
H  5.194  -3.384  1.298
H  -1.429  -2.809  -2.092
H  -0.171  -5.222  -2.594
H  2.148  -6.039  -2.392
H  3.062  -5.294  -1.079
H  3.361  -4.806  -2.757
C  -0.586  0.711  -4.808
C  -1.731  0.341  -3.891
C  -3.061  0.429  -4.308
C  -4.081  0.102  -3.418
C  -5.528  0.167  -3.853
C  -3.778  -0.312  -2.120
C  -2.452  -0.430  -1.662
C  -1.464  -0.085  -2.607
N  -2.010  -0.812  -0.408
C  -2.880  -1.535  0.524
C  -1.974  -2.032  1.658
C  -2.771  -2.815  2.710
C  -3.870  -1.918  3.300
C  -4.791  -1.440  2.176
C  -5.437  -2.641  1.478
C  -4.347  -3.562  0.921
C  -3.428  -4.034  2.053
C  -3.508  -2.796  -0.109
C  -3.958  -0.644  1.164
H  -0.945  0.966  -5.806
H  0.125  -0.115  -4.902
H  -0.032  1.570  -4.415
H  -3.297  0.751  -5.319
H  -5.642  0.756  -4.763
H  -6.157  0.608  -3.077
H  -5.916  -0.834  -4.054
H  -4.609  -0.532  -1.461
H  -0.422  -0.163  -2.320
H  -1.503  -1.173  2.161
H  -1.182  -2.665  1.231
H  -2.092  -3.133  3.497
H  -3.434  -1.059  3.807
H  -4.447  -2.485  4.041
H  -5.567  -0.793  2.590
H  -6.081  -2.297  0.659
H  -6.071  -3.192  2.181
H  -4.813  -4.424  0.436
H  -2.661  -4.707  1.647
H  -3.996  -4.598  2.801
H  -4.115  -2.563  -0.985
H  -2.688  -3.437  -0.447
H  -3.450  0.180  1.678
H  -4.614  -0.208  0.401
C  -2.639  2.551  0.391
C  -1.743  2.778  -0.785
C  -2.017  3.935  -1.691
O  -0.824  2.017  -1.032
H  -3.098  3.480  0.730
H  -2.090  2.077  1.205
H  -3.433  1.865  0.063
H  -3.077  3.944  -1.959
H  -1.405  3.878  -2.589
H  -1.807  4.866  -1.152
C  -3.532  -1.899  7.878
C  -2.343  -2.022  6.963
C  -1.588  -3.191  6.914
C  -0.524  -3.181  6.034
N  -0.228  -2.152  5.246
C  -1.030  -1.044  5.319
S  -0.700  0.288  4.266
N  -2.072  -0.970  6.197
H  -3.461  -2.585  8.724
H  -4.449  -2.131  7.326
H  -3.613  -0.873  8.238
H  -1.813  -4.046  7.539
H  0.130  -4.048  5.954
C  3.537  3.638  2.248
C  2.146  3.507  1.667
C  1.977  4.474  0.500
O  1.990  2.178  1.129
B  0.670  1.763  1.350
O  0.018  2.675  2.155
C  0.985  3.598  2.701
C  0.332  4.960  2.804
C  1.365  3.095  4.085
H  4.272  3.529  1.447
H  3.728  2.871  2.998
H  3.672  4.622  2.707
H  2.725  4.241  -0.262
H  2.108  5.513  0.813
H  0.984  4.363  0.052
H  -0.061  5.296  1.842
H  1.045  5.704  3.175
H  -0.499  4.897  3.511
H  1.828  2.106  4.030
H  0.458  2.981  4.680
H  2.045  3.793  4.583

=====

3.
This record from the OMol25 dataset describes a single C5H8N2O molecule. The level of theory is ωB97M-V with the def2-TZVPD basis set.

As for the SMILES: O=C1[C@H]2CCNN[C@@H]12. The value obtained for the LUMO energy is 0.5 eV. Its spin multiplicity is 1. The calculation puts the relative energy (zero: lowest compared OMol25 entry of this formula, charge and spin) at 4.5617 eV. Its strongest force on any atom is 4.85 eV/Å. As for the HOMO-LUMO gap: 9.03 eV.

Cartesian coordinates (Å):
O  2.580  0.257  -0.873
C  1.663  0.215  -0.063
C  0.628  0.768  0.801
C  -0.710  1.284  0.149
C  -0.928  0.283  -1.087
N  -1.105  -1.034  -0.407
N  -0.033  -1.647  0.188
C  0.938  -0.744  0.776
H  0.956  1.312  1.692
H  -0.652  2.343  -0.170
H  -1.501  0.897  0.942
H  -1.827  0.442  -1.560
H  0.003  0.156  -1.658
H  -1.988  -0.952  0.219
H  0.555  -2.271  -0.533
H  1.421  -1.308  1.585

=====

4.
This record from the OMol25 dataset describes C25H22Cl3F5IrN4O2S3 as an isolated structure. The level of theory is ωB97M-V with the def2-TZVPD basis set.

The value obtained for the LUMO energy is -2.8 eV. Its charge is +1. Its spin multiplicity is 1. The calculation puts the relative energy (zero: lowest compared OMol25 entry of this formula, charge and spin) at 0.9377 eV. Its strongest force on any atom is 0.16 eV/Å. As for the HOMO-LUMO gap: 7.67 eV.

Cartesian coordinates (Å):
Ir  -0.215  0.118  -0.036
Cl  3.804  5.838  0.806
C  2.558  4.702  0.427
C  2.688  3.385  0.818
C  1.665  2.515  0.487
Cl  1.833  0.813  0.928
C  0.519  2.858  -0.230
O  -0.428  2.014  -0.592
C  0.438  4.218  -0.590
Cl  -0.949  4.736  -1.475
C  1.432  5.120  -0.273
H  3.565  3.042  1.350
H  1.333  6.153  -0.578
C  -1.830  -1.122  -3.222
C  -2.557  -0.739  -1.982
N  -2.090  -0.322  -0.819
C  -3.122  -0.118  0.096
C  -4.360  -0.373  -0.379
S  -4.261  -0.876  -1.999
C  -2.776  0.361  1.423
C  -3.606  0.641  2.455
S  -2.699  1.231  3.769
C  -1.251  1.088  2.877
N  -1.441  0.604  1.670
C  0.034  1.526  3.492
H  -0.764  -0.974  -3.112
H  -2.191  -0.527  -4.060
H  -2.029  -2.172  -3.445
H  -5.300  -0.273  0.136
H  -4.677  0.540  2.500
H  -0.143  1.888  4.503
H  0.474  2.336  2.910
H  0.747  0.705  3.539
C  0.676  -5.332  0.277
N  -0.027  -4.070  0.072
C  -0.421  -3.728  -1.289
C  -0.006  -3.071  0.980
O  -0.081  -1.882  0.611
N  0.101  -3.381  2.296
C  0.494  -2.347  3.233
C  -0.479  -4.583  2.871
H  1.230  -5.566  -0.631
H  0.007  -6.165  0.496
H  1.394  -5.228  1.088
H  -0.563  -4.651  -1.845
H  0.331  -3.116  -1.790
H  -1.366  -3.185  -1.274
H  1.027  -1.560  2.707
H  1.154  -2.777  3.987
H  -0.376  -1.912  3.737
H  -1.113  -5.077  2.141
H  -1.111  -4.295  3.713
H  0.277  -5.282  3.231
F  2.782  4.830  -3.938
C  2.428  3.631  -3.497
C  3.308  2.881  -2.738
F  4.514  3.363  -2.446
C  2.920  1.637  -2.270
F  3.800  0.965  -1.524
C  1.659  1.109  -2.524
S  1.162  -0.454  -1.865
C  0.805  1.888  -3.300
F  -0.424  1.452  -3.587
C  1.170  3.127  -3.788
F  0.326  3.840  -4.528

=====

5.
This record from the OMol25 dataset describes a single C6H15N molecule. The level of theory is ωB97M-V with the def2-TZVPD basis set.

As for the SMILES: CCCCCNC. The value obtained for the LUMO energy is 1.2 eV. Its spin multiplicity is 1. The calculation puts the relative energy (zero: lowest compared OMol25 entry of this formula, charge and spin) at 0.7537 eV. Its strongest force on any atom is 0.48 eV/Å. As for the HOMO-LUMO gap: 10.15 eV.

Cartesian coordinates (Å):
C  -2.620  -0.644  -1.874
C  -1.093  -0.552  -1.951
C  -0.407  -0.858  -0.619
C  -0.191  0.350  0.296
C  1.280  0.783  0.347
N  2.030  0.021  1.341
C  1.861  0.579  2.671
H  -3.007  0.088  -1.157
H  -2.982  -1.637  -1.614
H  -3.011  -0.410  -2.867
H  -0.761  -1.218  -2.743
H  -0.879  0.457  -2.309
H  -1.029  -1.608  -0.130
H  0.545  -1.364  -0.793
H  -0.502  0.074  1.303
H  -0.785  1.218  0.015
H  1.373  1.868  0.525
H  1.750  0.585  -0.622
H  3.010  0.099  1.087
H  0.825  0.450  2.983
H  2.484  0.067  3.401
H  2.108  1.652  2.711

=====

6.
This record from the OMol25 dataset describes a 5-piece molecular cluster, C24H38BF12NO10 overall. The level of theory is ωB97M-V with the def2-TZVPD basis set.

As for the SMILES: CCOC(=O)C(F)(F)F.CCOC(=O)C(F)(F)F.CCOC(=O)C(F)(F)F.CCOC(=O)C(F)(F)F.NCCCCBCCCC(=O)O. The value obtained for the LUMO energy is 0.4 eV. Its spin multiplicity is 1. Its strongest force on any atom is 0.33 eV/Å. As for the HOMO-LUMO gap: 9.65 eV.

Cartesian coordinates (Å):
C  3.563  1.380  0.389
C  4.662  2.049  -0.402
O  5.394  2.993  0.419
C  6.331  2.482  1.195
O  6.652  1.334  1.299
C  7.031  3.611  1.993
F  6.142  4.460  2.515
F  7.854  4.299  1.194
F  7.744  3.084  2.984
H  2.894  2.124  0.820
H  2.986  0.728  -0.265
H  3.977  0.775  1.195
H  4.263  2.652  -1.214
H  5.364  1.324  -0.813
C  -3.265  0.056  -0.987
C  -2.179  0.922  -0.396
O  -0.911  0.693  -1.064
C  -0.733  1.331  -2.206
O  -1.482  2.084  -2.754
C  0.672  1.004  -2.769
F  0.949  -0.299  -2.687
F  1.601  1.668  -2.055
F  0.771  1.382  -4.035
H  -2.983  -0.996  -0.946
H  -4.189  0.190  -0.424
H  -3.455  0.325  -2.025
H  -1.982  0.674  0.644
H  -2.422  1.982  -0.465
C  -6.074  -0.143  -6.996
C  -6.777  -1.378  -6.484
O  -6.281  -1.757  -5.174
C  -6.822  -1.129  -4.148
O  -7.681  -0.297  -4.162
C  -6.209  -1.661  -2.829
F  -4.879  -1.767  -2.911
F  -6.709  -2.872  -2.551
F  -6.500  -0.844  -1.820
H  -4.995  -0.297  -7.020
H  -6.419  0.075  -8.006
H  -6.290  0.719  -6.365
H  -6.578  -2.245  -7.108
H  -7.854  -1.230  -6.424
C  -13.437  -0.522  -6.769
C  -12.501  -0.806  -5.618
O  -11.825  -2.077  -5.798
C  -10.766  -2.063  -6.582
O  -10.298  -1.130  -7.168
C  -10.112  -3.466  -6.614
F  -11.016  -4.435  -6.761
F  -9.451  -3.674  -5.465
F  -9.239  -3.545  -7.616
H  -14.154  -1.335  -6.890
H  -13.986  0.398  -6.572
H  -12.885  -0.400  -7.700
H  -13.039  -0.922  -4.680
H  -11.750  -0.027  -5.502
N  7.968  -1.106  7.475
C  8.358  -2.015  6.382
C  9.301  -1.400  5.352
C  8.819  -0.168  4.586
C  8.630  1.115  5.417
B  7.186  1.569  5.764
C  5.909  0.692  5.526
C  4.630  1.111  6.254
C  3.351  0.596  5.579
C  3.214  -0.896  5.784
O  2.743  -1.398  6.758
O  3.682  -1.682  4.777
H  8.444  -1.358  8.332
H  6.980  -1.192  7.675
H  7.462  -2.385  5.877
H  8.853  -2.903  6.789
H  10.263  -1.176  5.824
H  9.496  -2.189  4.618
H  7.906  -0.419  4.036
H  9.567  0.034  3.816
H  9.132  1.003  6.387
H  9.138  1.958  4.938
H  7.018  2.682  6.186
H  6.141  -0.361  5.711
H  5.750  0.768  4.433
H  4.655  0.702  7.267
H  4.583  2.197  6.336
H  3.376  0.832  4.511
H  2.471  1.072  6.006
H  4.254  -1.163  4.199

=====

7.
This record from the OMol25 dataset describes a single C2H6F2NOP molecule. The level of theory is ωB97M-V with the def2-TZVPD basis set.

As for the SMILES: CON(C)P(F)F. The value obtained for the LUMO energy is 1.0 eV. Its spin multiplicity is 1. The calculation puts the relative energy (zero: lowest compared OMol25 entry of this formula, charge and spin) at 3.5699 eV. Its strongest force on any atom is 4.55 eV/Å. As for the HOMO-LUMO gap: 10.23 eV.

Cartesian coordinates (Å):
C  1.058  -1.697  -0.171
O  0.574  -0.695  0.623
N  -0.166  0.405  -0.062
C  0.320  1.754  0.147
P  -1.880  0.142  0.578
F  -2.740  0.775  -0.599
F  -2.031  -1.361  0.038
H  0.576  -1.584  -1.147
H  0.729  -2.702  0.350
H  2.170  -1.545  -0.148
H  0.964  1.917  0.976
H  0.890  2.061  -0.688
H  -0.464  2.530  0.103

=====

8.
This record from the OMol25 dataset describes a 2-piece molecular cluster, C5H11O3 overall. The level of theory is ωB97M-V with the def2-TZVPD basis set.

The value obtained for the LUMO energy is 3.8 eV. Its charge is -1. Its spin multiplicity is 1. The calculation puts the relative energy (zero: lowest compared OMol25 entry of this formula, charge and spin) at 2.9477 eV. Its strongest force on any atom is 5.83 eV/Å. As for the HOMO-LUMO gap: 7.51 eV.

Cartesian coordinates (Å):
C  -1.622  1.054  -0.475
C  -1.341  1.076  1.043
C  -0.520  1.791  -1.377
O  -1.763  -0.295  -0.957
H  -2.613  1.551  -0.707
H  -0.896  1.881  1.460
H  -0.350  0.773  -1.981
H  -0.912  2.635  -1.819
H  0.409  2.045  -0.862
H  -0.953  -0.833  -1.289
H  -0.944  0.303  1.581
H  -2.405  0.955  1.472
C  2.665  -1.592  0.583
C  1.013  -2.128  0.429
O  0.669  -1.753  -0.722
O  0.590  -2.666  1.461
H  3.201  -2.520  0.647
H  2.789  -1.335  1.633
H  2.984  -0.942  -0.121

=====

9.
This record from the OMol25 dataset describes C4H14N2O as an isolated structure. The level of theory is ωB97M-V with the def2-TZVPD basis set.

The value obtained for the LUMO energy (alpha / beta) is 4.0 / 3.9 eV. Its charge is -1. Its spin multiplicity is 2. The calculation puts the relative energy (zero: lowest compared OMol25 entry of this formula, charge and spin) at 3.8606 eV. Its strongest force on any atom is 5.24 eV/Å. As for the HOMO-LUMO gap (alpha / beta): 3.02 / 9.67 eV.

Cartesian coordinates (Å):
N  0.314  2.348  0.014
C  0.178  1.584  -1.227
C  -0.647  0.176  -0.980
N  0.069  -0.714  -0.100
C  -0.856  -2.008  -0.213
C  1.501  -1.132  -0.265
H  1.142  1.685  0.551
H  -0.480  2.288  0.699
H  -0.101  2.072  -2.089
H  1.191  1.314  -1.536
H  -1.547  0.561  -0.387
H  -1.000  -0.118  -2.044
H  -0.926  -2.318  0.856
H  -0.385  -2.555  -1.005
H  -1.833  -1.736  -0.467
H  2.176  -0.302  -0.029
H  1.899  -1.877  0.337
H  1.851  -1.319  -1.395
H  -0.549  -0.619  3.178
H  -0.447  -0.255  1.082
O  -0.590  0.003  2.371

=====

10.
This record from the OMol25 dataset describes a single C4H10O2 molecule. The level of theory is ωB97M-V with the def2-TZVPD basis set.

As for the SMILES: COCCCO. The value obtained for the LUMO energy is 0.9 eV. Its spin multiplicity is 1. The calculation puts the relative energy (zero: lowest compared OMol25 entry of this formula, charge and spin) at 1.1866 eV. Its strongest force on any atom is 0.40 eV/Å. As for the HOMO-LUMO gap: 10.98 eV.

Cartesian coordinates (Å):
C  -1.678  -1.368  1.063
O  -0.915  -0.859  0.002
C  -0.585  0.500  0.176
C  0.285  0.937  -0.989
C  1.673  0.297  -0.973
O  2.398  0.592  0.207
H  -2.595  -0.778  1.218
H  -1.953  -2.393  0.805
H  -1.109  -1.376  2.006
H  -0.053  0.650  1.134
H  -1.497  1.118  0.222
H  -0.235  0.669  -1.919
H  0.388  2.029  -0.963
H  1.579  -0.787  -1.120
H  2.275  0.698  -1.794
H  2.022  0.072  0.925

=====

Number 1: E -8291.1817 eV. Number 2: E -107694.5290 eV. Number 3: E -10338.1644 eV. Number 4: E -122832.8688 eV. Number 5: E -7955.0128 eV. Number 6: E -80757.3918 eV. Number 7: E -20431.7855 eV. Number 8: E -11505.1197 eV. Number 9: E -9397.7226 eV. Number 10: E -8404.3604 eV.